This record from OMol25 describes 2 unconnected molecules or ions with the total composition C2H7NO3 in a non-equilibrium geometry. The level of theory is ωB97M-V/def2-TZVPD.

Computed properties:
* E_LUMO (spin up / spin down): -4.1726 / -9.9107 eV
* HOMO level (spin up / spin down): -0.521 / -0.520 Eh
* frontier orbital gap (spin up / spin down): 10.00 / 4.25 eV
* 2S+1: 2
* energy relative to the best compared isomer or geometry (same formula, charge and spin): 1.093 eV
* charge: +1

Last column: Mulliken spin population.
Atoms and positions in Å:
1 C 2.582 0.234 -0.267  0.0268
2 N 1.490 0.407 0.610  0.7196
3 C 0.135 0.061 0.343  -0.0868
4 O -0.034 -0.761 -0.719  -0.0140
5 O -0.723 0.513 1.032  0.2615
6 H 2.686 -0.806 -0.589  0.0415
7 H 3.486 0.572 0.236  0.0041
8 H 2.456 0.823 -1.194  0.0746
9 H 1.576 1.035 1.415  -0.0272
10 H 0.381 -1.598 -0.516  -0.0017
11 H -2.408 -0.709 -1.069  0.0002
12 H -3.057 0.536 -0.457  0.0000
13 O -3.218 -0.388 -0.689  0.0015


This record from OMol25 describes 5 unconnected molecules or ions with the total composition C82H79BFIN3O11S2 in a non-equilibrium geometry. The level of theory is ωB97M-V/def2-TZVPD.

Computed properties:
* E_LUMO: -2.9296 eV
* HOMO level: -0.395 Eh
* frontier orbital gap: 7.81 eV
* 2S+1: 1
* energy relative to the best compared isomer or geometry (same formula, charge and spin): 0.000 eV
* charge: +1

Last column: Mulliken charge in e.
Atoms and positions in Å:
1 C 7.724 -3.447 -1.152  -1.1785
2 C 6.544 -4.098 -1.859  -0.2507
3 C 5.502 -4.624 -0.861  -0.8848
4 C 4.742 -3.478 -0.154  0.8123
5 C 3.234 -3.730 -0.166  -1.8255
6 C 2.337 -2.569 0.320  -0.3524
7 C 2.994 -1.199 0.271  0.5365
8 C 2.078 0.009 0.594  -1.3186
9 C 0.578 -0.111 0.302  -1.8724
10 C -0.025 0.411 -1.021  0.5425
11 C -1.573 0.347 -0.834  -2.3207
12 C -2.327 -0.882 -1.326  -0.2762
13 C -3.824 -0.803 -0.927  -0.7743
14 S -4.387 -2.195 0.094  -0.0571
15 C -5.145 -3.294 -1.113  -0.0243
16 S -6.712 -3.306 -1.400  -0.1497
17 N -4.254 -4.237 -1.688  0.3165
18 C -3.256 -3.949 -2.577  -0.2566
19 C -2.655 -5.151 -2.835  -0.7706
20 N -3.244 -6.142 -2.118  -0.6260
21 C -4.206 -5.580 -1.439  -0.3394
22 N 0.285 1.885 -1.179  0.4147
23 C 0.143 2.437 -2.583  -0.9001
24 B -0.371 3.957 -2.580  0.4424
25 C -0.359 4.810 -1.272  -1.2278
26 O -0.814 4.535 -3.741  -0.3632
27 C -0.553 1.500 -3.606  0.3580
28 C -2.061 1.722 -3.825  -1.1356
29 C -2.366 2.308 -5.200  -0.4838
30 F -3.643 2.829 -5.223  -0.3940
31 O -0.333 0.104 -3.391  -0.2016
32 C 0.471 -0.285 -2.302  0.6012
33 O 0.278 -1.651 -2.128  -0.4879
34 C 1.967 -0.018 -2.683  -1.6495
35 C 2.760 -1.230 -3.152  -0.0880
36 C 4.221 -0.807 -3.392  -1.2922
37 I 1.992 -1.974 -5.005  0.0193
38 H 8.281 -4.210 -0.607  0.3088
39 H 7.390 -2.723 -0.409  0.2554
40 H 8.417 -2.958 -1.832  0.3682
41 H 6.884 -4.925 -2.481  0.4555
42 H 6.030 -3.372 -2.495  0.0015
43 H 5.987 -5.274 -0.134  0.3914
44 H 4.792 -5.220 -1.436  0.4212
45 H 5.002 -2.556 -0.670  0.1599
46 H 5.090 -3.416 0.877  -0.1733
47 H 2.952 -3.979 -1.191  0.4739
48 H 3.051 -4.615 0.441  0.4887
49 H 2.080 -2.766 1.365  0.5376
50 H 1.404 -2.613 -0.233  -0.0213
51 H 3.786 -1.210 1.020  0.9670
52 H 3.503 -1.004 -0.669  -1.0023
53 H 2.529 0.890 0.126  0.4176
54 H 2.169 0.205 1.662  0.1775
55 H 0.203 -1.126 0.395  0.6807
56 H 0.070 0.464 1.079  0.8549
57 H -1.797 0.447 0.228  0.6255
58 H -2.029 1.225 -1.301  0.3104
59 H -2.268 -1.005 -2.400  0.0359
60 H -1.918 -1.768 -0.849  0.6782
61 H -4.023 0.097 -0.351  0.6115
62 H -4.449 -0.775 -1.816  0.3616
63 H -3.068 -2.969 -2.971  0.6909
64 H -1.827 -5.300 -3.506  0.4456
65 H -4.873 -6.069 -0.755  0.6783
66 H 1.233 2.070 -0.851  0.6508
67 H -0.316 2.380 -0.517  0.8024
68 H 1.178 2.539 -2.924  0.0600
69 H -1.171 4.510 -0.598  0.4629
70 H 0.573 4.728 -0.711  0.3628
71 H -0.543 5.852 -1.518  0.3881
72 H -0.185 4.451 -4.467  0.2974
73 H -0.072 1.725 -4.562  0.8584
74 H -2.552 2.294 -3.037  0.4574
75 H -2.529 0.740 -3.813  0.1948
76 H -2.345 1.490 -5.926  0.4754
77 H -1.631 3.035 -5.533  0.2464
78 H -0.252 -1.966 -2.870  0.6054
79 H 2.525 0.518 -1.914  0.6733
80 H 1.944 0.649 -3.547  0.5041
81 H 2.764 -2.014 -2.404  0.2618
82 H 4.728 -1.537 -4.016  0.4690
83 H 4.242 0.138 -3.933  0.3397
84 H 4.736 -0.704 -2.439  0.2952
85 C -2.882 -8.368 1.820  -0.8551
86 C -3.315 -7.138 1.333  -0.0629
87 C -3.879 -6.212 2.192  -0.7525
88 C -4.027 -6.511 3.540  0.2064
89 C -3.610 -7.752 4.024  0.2190
90 C -3.030 -8.674 3.161  -0.6490
91 C -3.791 -8.114 5.460  0.6487
92 O -3.422 -9.187 5.884  -0.6569
93 C -4.446 -7.116 6.354  0.1636
94 C -4.672 -7.448 7.683  -0.5662
95 C -5.268 -6.532 8.532  -0.4754
96 C -5.635 -5.276 8.060  -0.4970
97 C -5.414 -4.941 6.735  -0.5398
98 C -4.826 -5.860 5.876  0.1079
99 C -4.623 -5.490 4.447  0.5602
100 O -4.934 -4.392 4.031  -0.6997
101 H -2.434 -9.087 1.147  0.4400
102 H -3.202 -6.900 0.286  0.5010
103 H -4.211 -5.249 1.827  0.6385
104 H -2.703 -9.629 3.550  0.4876
105 H -4.381 -8.426 8.042  0.4787
106 H -5.448 -6.795 9.566  0.4080
107 H -6.096 -4.561 8.727  0.4002
108 H -5.700 -3.969 6.358  0.4758
109 C 8.440 -3.752 3.877  -0.6502
110 C 9.086 -3.860 5.105  -0.5232
111 C 8.554 -3.247 6.227  -0.6854
112 C 7.378 -2.516 6.126  0.5427
113 C 6.739 -2.393 4.890  0.0287
114 C 7.271 -3.020 3.770  -0.5568
115 C 5.499 -1.585 4.749  0.3383
116 O 4.928 -1.478 3.681  -0.6547
117 C 4.970 -0.901 5.960  0.0226
118 C 3.840 -0.107 5.839  -0.7498
119 C 3.321 0.533 6.947  -0.6500
120 C 3.921 0.378 8.193  -0.6028
121 C 5.051 -0.415 8.320  -0.6786
122 C 5.583 -1.050 7.204  0.4666
123 C 6.816 -1.878 7.353  0.5861
124 O 7.342 -2.024 8.433  -0.6619
125 H 8.855 -4.238 3.004  0.4586
126 H 10.004 -4.425 5.185  0.4032
127 H 9.046 -3.331 7.186  0.4920
128 H 6.764 -2.928 2.819  0.6373
129 H 3.374 0.005 4.870  0.7772
130 H 2.437 1.147 6.833  0.7231
131 H 3.510 0.876 9.061  0.4098
132 H 5.529 -0.543 9.281  0.4827
133 C 1.599 3.582 5.619  -0.5407
134 C 1.310 4.055 6.894  -0.6345
135 C 0.156 4.788 7.115  -0.6336
136 C -0.707 5.058 6.060  0.4188
137 C -0.408 4.595 4.778  0.1773
138 C 0.743 3.850 4.566  -0.7000
139 C -1.291 4.905 3.621  0.4591
140 O -1.027 4.495 2.504  -0.6992
141 C -2.495 5.743 3.867  0.2166
142 C -3.309 6.095 2.797  -0.3936
143 C -4.440 6.863 3.010  -0.6177
144 C -4.769 7.278 4.295  -0.4902
145 C -3.961 6.935 5.366  -0.6584
146 C -2.819 6.174 5.156  0.3379
147 C -1.950 5.842 6.321  0.4971
148 O -2.236 6.201 7.440  -0.6553
149 H 2.496 3.003 5.442  0.6388
150 H 1.985 3.852 7.715  0.4576
151 H -0.082 5.159 8.102  0.4989
152 H 0.966 3.490 3.572  0.5594
153 H -3.048 5.767 1.801  0.4698
154 H -5.070 7.140 2.175  0.4270
155 H -5.657 7.874 4.461  0.3996
156 H -4.207 7.257 6.368  0.4931
157 C -1.829 4.783 -13.184  -0.4961
158 C -2.268 6.048 -13.560  -0.4918
159 C -2.740 6.933 -12.606  -0.5351
160 C -2.785 6.554 -11.271  0.1687
161 C -2.360 5.277 -10.895  0.0676
162 C -1.875 4.398 -11.855  -0.5100
163 C -2.432 4.833 -9.477  0.5117
164 O -2.050 3.730 -9.138  -0.6991
165 C -2.989 5.786 -8.475  -0.0066
166 C -3.115 5.371 -7.158  -0.4972
167 C -3.611 6.241 -6.202  -0.3349
168 C -3.979 7.534 -6.562  -0.6349
169 C -3.863 7.950 -7.877  -0.6630
170 C -3.375 7.076 -8.840  0.4130
171 C -3.280 7.530 -10.258  0.5642
172 O -3.599 8.655 -10.574  -0.6484
173 H -1.454 4.097 -13.931  0.4045
174 H -2.239 6.343 -14.600  0.4029
175 H -3.078 7.920 -12.888  0.4810
176 H -1.540 3.415 -11.555  0.4625
177 H -2.839 4.365 -6.885  0.5494
178 H -3.713 5.911 -5.177  0.4793
179 H -4.364 8.214 -5.814  0.3971
180 H -4.153 8.950 -8.168  0.5026


This record from OMol25 describes a molecular structure, C28H23F10NRuS2SeSi2. The level of theory is ωB97M-V/def2-TZVPD.

Computed properties:
* E_LUMO (spin up / spin down): 2.4551 / 2.0715 eV
* HOMO level (spin up / spin down): -0.175 / -0.167 Eh
* frontier orbital gap (spin up / spin down): 7.22 / 6.61 eV
* 2S+1: 2
* energy relative to the best compared isomer or geometry (same formula, charge and spin): 0.000 eV
* charge: -1

Last column: Mulliken spin population.
Atoms and positions in Å:
1 Ru -0.276 -0.070 -1.159  0.8980
2 C 4.262 2.041 3.990  0.0000
3 Si 2.560 1.701 3.267  0.0011
4 C 1.570 3.284 3.332  -0.0005
5 C 1.738 0.365 4.287  0.0001
6 C 2.805 1.109 1.499  0.0016
7 C 4.070 0.992 0.936  -0.0003
8 C 4.253 0.515 -0.360  0.0022
9 C 3.132 0.151 -1.078  0.0032
10 N 1.909 0.242 -0.567  0.0227
11 C 1.727 0.715 0.681  -0.0146
12 S 0.032 0.767 1.087  -0.0066
13 H 4.161 2.372 5.026  0.0000
14 H 4.785 2.828 3.442  0.0000
15 H 4.892 1.148 3.988  0.0000
16 H 1.452 3.619 4.366  0.0000
17 H 0.579 3.142 2.898  0.0004
18 H 2.076 4.078 2.780  0.0000
19 H 1.595 0.699 5.318  0.0001
20 H 2.349 -0.541 4.305  -0.0001
21 H 0.765 0.108 3.868  -0.0002
22 H 4.941 1.279 1.515  -0.0001
23 H 5.237 0.436 -0.800  -0.0006
24 H 3.192 -0.217 -2.096  -0.0004
25 F 2.601 5.960 0.922  -0.0001
26 C 1.957 5.046 0.185  -0.0029
27 C 0.615 4.794 0.402  0.0016
28 F -0.037 5.467 1.359  0.0002
29 C -0.036 3.846 -0.364  0.0031
30 F -1.331 3.648 -0.109  -0.0010
31 C 0.604 3.117 -1.362  0.0074
32 S -0.258 1.935 -2.349  -0.0239
33 C 1.953 3.401 -1.551  -0.0066
34 F 2.657 2.775 -2.501  -0.0005
35 C 2.631 4.337 -0.790  0.0002
36 F 3.937 4.568 -0.991  0.0001
37 C -3.323 0.868 0.503  -0.0001
38 Si -2.648 0.052 -1.060  -0.0390
39 C -3.529 0.836 -2.528  0.0055
40 C -3.309 -1.736 -0.961  -0.0006
41 C -3.668 -2.451 -2.108  0.0044
42 C -4.125 -3.760 -2.037  -0.0008
43 C -4.231 -4.395 -0.806  0.0015
44 C -3.877 -3.709 0.348  0.0000
45 C -3.423 -2.399 0.265  -0.0016
46 H -4.405 0.723 0.570  -0.0015
47 H -3.116 1.940 0.497  0.0009
48 H -2.867 0.452 1.405  0.0013
49 H -4.608 0.672 -2.461  0.0007
50 H -3.168 0.415 -3.470  0.0003
51 H -3.332 1.909 -2.554  0.0005
52 H -3.578 -1.977 -3.080  0.0060
53 H -4.392 -4.290 -2.945  -0.0001
54 H -4.580 -5.420 -0.748  0.0000
55 H -3.948 -4.198 1.312  0.0001
56 H -3.144 -1.883 1.177  0.0004
57 F -0.806 -6.834 -1.037  0.0005
58 C -0.637 -5.601 -1.527  0.0122
59 C -0.625 -5.390 -2.894  -0.0047
60 F -0.784 -6.429 -3.724  -0.0002
61 C -0.473 -4.110 -3.392  0.0010
62 F -0.489 -3.958 -4.724  0.0010
63 C -0.329 -3.003 -2.567  -0.0317
64 Se -0.155 -1.237 -3.275  0.1174
65 C -0.341 -3.261 -1.207  0.0393
66 F -0.193 -2.241 -0.318  0.0069
67 C -0.492 -4.525 -0.673  -0.0027
68 F -0.503 -4.716 0.647  -0.0005


This record from OMol25 describes C3H4S2 in the gas phase in a non-equilibrium geometry. The level of theory is ωB97M-V/def2-TZVPD.

Computed properties:
* E_LUMO: -0.8353 eV
* HOMO level: -0.323 Eh
* frontier orbital gap: 7.95 eV
* 2S+1: 1
* SMILES string: C=CSC=S
* energy relative to the best compared isomer or geometry (same formula, charge and spin): 1.310 eV

Last column: natural (NBO) charge in e.
Atoms and positions in Å:
1 C 0.301 0.274 -1.975  -0.3876
2 C 0.369 -0.050 -0.660  -0.3859
3 S -1.035 -0.231 0.318  0.3109
4 C -0.603 -0.114 2.060  -0.4677
5 S -0.996 -1.180 3.229  0.1040
6 H 1.146 0.101 -2.583  0.2042
7 H -0.483 0.845 -2.437  0.2081
8 H 1.299 -0.391 -0.201  0.2208
9 H 0.002 0.746 2.250  0.1932


This record from OMol25 describes C7H13N in the gas phase in a non-equilibrium geometry. The level of theory is ωB97M-V/def2-TZVPD.

Computed properties:
* E_LUMO: 1.0214 eV
* HOMO level: -0.323 Eh
* frontier orbital gap: 9.80 eV
* 2S+1: 1
* SMILES string: CC1(C)[C@H]2CCCN21
* energy relative to the best compared isomer or geometry (same formula, charge and spin): 4.954 eV

Last column: natural (NBO) charge in e.
Atoms and positions in Å:
1 C 1.833 -1.440 -0.775  -0.6096
2 C 0.452 -1.023 -0.259  0.1585
3 C -0.622 -2.112 -0.286  -0.6558
4 C 0.166 0.028 0.712  -0.0982
5 C 0.346 1.403 1.389  -0.4110
6 C -0.633 2.269 0.478  -0.4131
7 C -1.000 1.198 -0.738  -0.2137
8 N 0.125 0.358 -0.730  -0.4629
9 H 1.726 -1.701 -1.838  0.2205
10 H 2.674 -0.618 -0.948  0.2208
11 H 2.234 -2.072 -0.094  0.2103
12 H -0.873 -2.420 -1.341  0.2286
13 H -0.784 -2.921 0.513  0.2444
14 H -1.576 -1.481 -0.022  0.2078
15 H -0.825 -0.448 0.992  0.1427
16 H 1.471 1.495 1.341  0.2212
17 H 0.034 1.414 2.501  0.2140
18 H -1.595 2.438 1.077  0.2015
19 H -0.128 3.190 0.300  0.2183
20 H -2.037 0.703 -0.531  0.1730
21 H -0.988 1.739 -1.742  0.2026


This record from OMol25 describes C3H4ClFOS in the gas phase in a non-equilibrium geometry. The level of theory is ωB97M-V/def2-TZVPD.

Computed properties:
* E_LUMO: -0.1767 eV
* HOMO level: -0.342 Eh
* frontier orbital gap: 9.13 eV
* 2S+1: 1
* SMILES string: C[C@](F)(Cl)C(O)=S
* energy relative to the best compared isomer or geometry (same formula, charge and spin): 1.250 eV

Last column: natural (NBO) charge in e.
Atoms and positions in Å:
1 C 0.768 -0.026 -1.126  -0.6783
2 C -0.348 0.189 -0.228  0.3393
3 F -1.384 0.038 -1.014  -0.3206
4 Cl -0.501 1.949 0.407  -0.1262
5 C -0.498 -0.638 0.971  0.0977
6 O 0.217 -0.217 2.056  -0.6826
7 S -1.291 -1.982 1.030  0.0911
8 H 0.351 0.881 -1.769  0.2577
9 H 1.819 -0.079 -0.689  0.2533
10 H 0.429 -0.923 -1.746  0.2601
11 H 0.439 0.807 2.109  0.5086